Density functional theory data (ωB97M-V/def2-TZVPD) for a molecular structure, C34H39N3O11Y.

```
88
Properties=species:S:1:pos:R:3
Y 0.718 0.449 -0.759
C -1.257 -1.163 -0.979
C -2.073 -0.340 -0.119
C -1.952 -0.908 1.187
C -1.170 -2.081 1.068
C -0.754 -2.266 -0.243
C -0.035 -3.497 -0.767
C 1.361 -3.646 -0.147
C -0.859 -4.735 -0.375
C 0.079 -3.473 -2.292
C -2.519 -0.586 2.578
C -1.377 -0.582 3.613
C -3.516 -1.688 2.977
C -3.212 0.763 2.747
C -3.228 0.474 -0.751
C -4.523 -0.308 -0.460
C -3.424 1.940 -0.328
C -3.095 0.516 -2.282
H -1.317 -1.149 -2.059
H -0.884 -2.719 1.895
H 1.303 -3.647 0.943
H 2.012 -2.823 -0.440
H 1.825 -4.584 -0.472
H -0.937 -4.826 0.710
H -0.393 -5.645 -0.765
H -1.872 -4.660 -0.777
H 0.638 -2.606 -2.643
H -0.912 -3.453 -2.752
H 0.593 -4.375 -2.641
H -0.783 -1.494 3.587
H -1.786 -0.467 4.622
H -0.714 0.267 3.426
H -3.034 -2.667 2.971
H -4.351 -1.726 2.276
H -3.914 -1.503 3.980
H -2.545 1.582 2.472
H -3.486 0.891 3.799
H -4.124 0.844 2.161
H -4.784 -0.284 0.598
H -4.403 -1.354 -0.751
H -5.359 0.119 -1.024
H -3.404 2.098 0.741
H -4.397 2.282 -0.698
H -2.662 2.582 -0.757
H -3.215 -0.473 -2.728
H -2.134 0.920 -2.601
H -3.877 1.162 -2.688
O 1.844 4.895 -0.447
C 1.970 3.582 -0.280
O 2.314 2.816 -1.145
C 1.749 3.139 1.132
C 1.868 3.992 2.217
C 1.849 3.437 3.487
C 1.784 2.059 3.619
C 1.668 1.299 2.466
N 1.579 1.831 1.260
C 1.693 -0.198 2.426
O 2.221 -0.837 3.479
O 1.237 -0.803 1.496
H 1.937 5.083 -1.394
H 1.973 5.055 2.057
H 1.913 4.069 4.362
H 1.802 1.587 4.592
H 2.900 -0.275 3.875
O -0.975 5.543 -4.237
C -0.752 4.552 -3.588
C -0.961 4.392 -2.089
O -1.388 5.244 -1.331
C -0.479 3.051 -1.780
C -0.021 2.393 -2.929
O 0.444 1.198 -2.855
C -0.155 3.249 -4.112
O 0.144 3.016 -5.264
O -0.398 2.479 -0.622
C 4.257 -2.215 -3.158
N 4.335 -1.441 -1.928
C 5.470 -1.372 -1.164
C 5.490 -0.723 0.008
C 4.266 -0.092 0.501
O 4.221 0.457 1.609
N 3.189 -0.119 -0.338
C 3.197 -0.816 -1.474
O 2.135 -0.919 -2.134
H 5.266 -2.480 -3.466
H 3.778 -1.622 -3.933
H 3.669 -3.120 -3.007
H 6.335 -1.876 -1.574
H 6.384 -0.672 0.609
```

Properties
* relative energy (zero: lowest compared OMol25 entry of this formula, charge and spin): 54.4 kJ/mol
* 2S+1: 1
* Kohn-Sham gap: 6.0 eV
* net charge: -1
* E_HOMO: -4.352 eV

=====

Density functional theory data (ωB97M-V/def2-TZVPD) for a molecular structure, C34H39N5NiO4P2 in a non-equilibrium geometry.

```
85
Properties=species:S:1:pos:R:3
Ni 0.576 0.265 0.159
C 1.211 -0.860 -1.783
C 2.176 -0.842 -0.797
C 3.393 0.041 -0.770
C 3.263 1.345 0.036
C 1.945 2.031 -0.130
C 1.195 2.057 -1.282
C 1.601 1.524 -2.612
C 1.011 0.120 -2.880
C -0.646 1.378 1.070
H 0.577 -1.752 -1.838
H 2.214 -1.708 -0.115
H 3.715 0.268 -1.792
H 4.191 -0.555 -0.307
H 3.358 1.096 1.104
H 4.111 2.014 -0.192
H 1.667 2.711 0.681
H 0.254 2.616 -1.264
H 2.689 1.507 -2.720
H 1.243 2.198 -3.402
H -0.074 0.221 -3.035
H 1.403 -0.275 -3.828
H -1.536 1.382 0.411
H -0.280 2.405 1.243
H -0.895 0.841 2.005
P 6.918 4.080 0.804
P 7.780 0.756 0.599
N 6.597 5.396 -0.351
N 7.727 5.140 2.033
N 7.746 0.468 -1.135
N 8.915 -0.576 0.977
C 8.488 3.493 0.011
C 9.019 2.139 0.525
C 5.319 5.614 -0.889
C 5.364 6.729 -1.713
C 6.704 7.236 -1.677
C 7.443 6.381 -0.868
C 7.332 5.171 3.374
C 8.177 6.013 4.089
C 9.131 6.541 3.158
C 8.859 5.956 1.926
C 6.530 0.301 -1.798
C 6.751 0.255 -3.164
C 8.160 0.392 -3.360
C 8.740 0.566 -2.111
C 10.025 -1.081 0.289
C 10.726 -1.955 1.117
C 10.024 -2.000 2.371
C 8.935 -1.150 2.260
H 9.277 4.242 0.169
H 8.293 3.442 -1.072
H 9.877 1.834 -0.096
H 9.386 2.245 1.559
H 4.520 4.926 -0.648
H 4.548 7.126 -2.293
H 7.080 8.111 -2.186
H 8.502 6.387 -0.657
H 6.481 4.591 3.694
H 8.133 6.231 5.146
H 9.905 7.276 3.358
H 9.411 6.057 1.004
H 5.634 0.210 -1.218
H 5.994 0.136 -3.921
H 8.684 0.345 -4.305
H 9.772 0.743 -1.846
H 10.231 -0.807 -0.729
H 11.635 -2.482 0.864
H 10.312 -2.578 3.238
H 8.163 -0.895 2.975
O -1.267 -1.638 2.529
C -1.421 -1.774 1.303
O -0.609 -1.491 0.343
C -2.766 -2.335 0.873
C -3.068 -2.598 -0.480
C -4.326 -3.049 -0.866
C -5.325 -3.245 0.109
C -5.035 -3.015 1.472
C -3.771 -2.566 1.840
N -6.655 -3.571 -0.285
O -6.913 -3.725 -1.501
O -7.531 -3.680 0.604
H -2.304 -2.443 -1.240
H -4.565 -3.215 -1.911
H -5.824 -3.152 2.203
H -3.556 -2.390 2.893
```

Properties
* <S²>: 2.0108
* relative energy (zero: lowest compared OMol25 entry of this formula, charge and spin): 0.0 kJ/mol
* 2S+1: 3
* Kohn-Sham gap (alpha / beta): 7.4 / 7.5 eV
* E_HOMO (alpha / beta): -7.952 / -8.633 eV

=====

Density functional theory data (ωB97M-V/def2-TZVPD) for a molecular structure, C34H40CoN4O2P2 in a non-equilibrium geometry.

```
83
Properties=species:S:1:pos:R:3
Co -0.233 -0.128 0.012
C 0.865 -0.969 -1.963
C -0.464 -0.600 -2.096
C -1.650 -1.527 -2.244
C -2.430 -1.794 -0.943
C -1.584 -1.762 0.289
C -0.268 -2.230 0.410
C 0.469 -3.077 -0.594
C 1.404 -2.285 -1.542
C -0.444 0.398 1.889
H 1.619 -0.268 -2.332
H -0.650 0.426 -2.461
H -1.355 -2.483 -2.700
H -2.341 -1.047 -2.955
H -3.209 -1.023 -0.838
H -2.980 -2.744 -1.025
H -2.142 -1.633 1.225
H 0.163 -2.224 1.424
H -0.234 -3.675 -1.184
H 1.089 -3.784 -0.022
H 2.368 -2.118 -1.033
H 1.661 -2.911 -2.412
H 0.581 0.588 2.261
H -0.945 -0.323 2.554
H -0.975 1.368 1.940
P -6.829 -4.715 -1.563
P -6.099 -3.268 -4.272
N -6.198 -6.075 -0.654
N -8.476 -4.891 -0.862
N -4.746 -4.123 -5.029
N -6.627 -2.486 -5.769
C -7.179 -5.629 -3.151
C -7.341 -4.658 -4.333
C -4.941 -6.064 -0.030
C -4.682 -7.335 0.459
C -5.805 -8.163 0.129
C -6.710 -7.375 -0.563
C -9.097 -3.855 -0.155
C -10.418 -4.211 0.092
C -10.627 -5.508 -0.475
C -9.428 -5.898 -1.053
C -3.428 -3.945 -4.584
C -2.615 -4.886 -5.196
C -3.449 -5.679 -6.048
C -4.742 -5.198 -5.922
C -6.693 -2.994 -7.075
C -7.394 -2.098 -7.868
C -7.806 -1.014 -7.025
C -7.343 -1.279 -5.747
H -8.088 -6.249 -3.091
H -6.319 -6.302 -3.312
H -7.256 -5.213 -5.281
H -8.342 -4.183 -4.317
H -4.361 -5.152 -0.025
H -3.795 -7.651 0.987
H -5.946 -9.207 0.362
H -7.649 -7.649 -1.007
H -8.534 -2.969 0.098
H -11.152 -3.617 0.614
H -11.535 -6.090 -0.473
H -9.208 -6.809 -1.588
H -3.215 -3.166 -3.871
H -1.548 -4.996 -5.052
H -3.141 -6.505 -6.677
H -5.646 -5.532 -6.404
H -6.245 -3.935 -7.335
H -7.579 -2.211 -8.924
H -8.371 -0.147 -7.330
H -7.445 -0.742 -4.816
O -0.136 3.086 0.022
C 0.935 2.482 -0.107
O 1.098 1.210 -0.339
C 2.236 3.228 0.088
C 3.473 2.628 -0.204
C 4.666 3.322 0.020
C 4.635 4.613 0.578
C 3.400 5.199 0.905
C 2.210 4.508 0.668
H 3.479 1.611 -0.598
H 5.614 2.855 -0.238
H 5.566 5.150 0.755
H 3.358 6.199 1.346
H 1.236 4.926 0.926
```

Properties
* <S²>: 3.7807
* 2S+1: 4
* Kohn-Sham gap (alpha / beta): 6.9 / 8.5 eV
* E_HOMO (alpha / beta): -7.063 / -8.573 eV